Record 1
Density functional theory data (wB97M-V/def2-TZVPD) for C20H34ClMnO3P as an isolated structure at a distorted geometry.

```
60
Properties=species:S:1:pos:R:3:forces:R:3:mulliken_spin:R:1
C 1.3797 -0.4716 -6.5817 0.206 -0.217 -2.098 0.00
C 0.4761 0.5478 -7.2883 -0.070 0.073 0.286 0.00
C 2.8412 -0.2340 -6.9845 0.024 0.041 0.291 0.00
C 0.9591 -1.8926 -6.9804 -0.052 -0.026 0.303 0.00
Cl 1.2191 -0.2772 -4.8040 -0.068 0.074 0.750 0.00
H 2.9564 -0.3478 -8.0719 -0.157 0.008 0.308 0.00
H 3.5013 -0.9598 -6.4962 -0.090 0.153 -0.078 0.00
H 3.1586 0.7796 -6.7144 -0.023 -0.188 -0.036 0.00
H 0.5701 0.4414 -8.3787 0.058 -0.062 0.340 0.00
H 0.7613 1.5719 -7.0224 -0.083 -0.170 -0.041 0.00
H -0.5748 0.3860 -7.0224 0.187 0.068 -0.037 0.00
H 1.0575 -2.0225 -8.0679 0.013 0.161 0.315 0.00
H -0.0867 -2.0791 -6.7112 0.198 0.003 -0.029 0.00
H 1.5955 -2.6392 -6.4919 -0.138 0.112 -0.075 0.00
C 1.0586 2.2447 1.1169 0.306 0.941 -0.193 -0.11
C 2.2893 1.8273 0.5158 0.452 0.571 -0.106 -0.13
C 2.0777 1.7108 -0.9083 0.089 0.929 -0.167 -0.07
H 3.2470 1.7123 1.0338 -0.503 0.045 -0.296 -0.01
C 0.7193 2.1139 -1.1815 0.483 0.045 0.399 -0.08
C 0.0995 2.4321 0.0720 0.165 -0.165 -0.060 -0.01
H -0.9165 2.8114 0.2266 0.359 -0.362 -0.104 0.01
H 0.9536 2.5983 2.1532 -0.220 -0.752 -0.546 -0.01
H 2.8666 1.5274 -1.6451 -0.492 -0.153 0.267 0.00
H 0.2900 2.2430 -2.1813 0.059 -0.352 0.467 -0.01
C 0.2925 -2.0135 0.7818 0.615 1.080 -0.056 0.02
C 1.0966 -1.2325 1.6982 0.957 -1.186 -0.723 -0.08
C 2.3607 -0.9488 1.0351 -0.713 -0.795 -0.321 -0.15
H 0.9224 -1.1137 2.7631 -0.219 0.214 -0.264 -0.02
C 2.2161 -1.3467 -0.3595 -0.084 -0.818 1.050 -0.11
C 0.9354 -2.0123 -0.4924 0.528 0.582 0.597 -0.10
H 0.5792 -2.4940 -1.4011 -0.006 0.235 0.187 0.00
H -0.6169 -2.5516 1.0454 0.000 0.538 -0.153 0.02
H 3.2788 -0.6307 1.5139 -0.213 0.135 -0.099 -0.01
H 3.0300 -1.3870 -1.0773 -0.296 0.307 -0.049 0.00
Mn 0.9231 0.2863 0.1202 -1.569 -1.024 0.137 3.79
C 0.2498 3.1990 4.8808 -0.080 0.201 0.281 0.00
C 0.0396 1.7534 4.5111 -1.060 -0.791 -0.468 0.00
O -0.9363 1.5836 3.3859 0.727 -0.127 -0.098 0.01
P -2.4076 1.1029 2.8524 -1.064 -0.213 0.298 0.00
O -3.2709 0.6284 4.1419 0.638 0.355 -1.049 0.00
C -2.8566 -0.0924 5.2958 -0.170 -0.071 0.838 0.00
C -2.0286 -1.3421 5.1116 0.190 -0.555 0.104 0.00
O -2.1520 -0.3988 2.0996 1.232 -0.003 0.259 0.02
C -3.1333 -1.0038 1.2279 -0.359 0.245 0.055 0.00
C -3.4546 -2.4614 1.5314 -0.440 -0.314 0.005 0.00
H 0.6047 3.8111 4.0429 -0.081 -0.126 0.119 0.00
H 1.0256 3.2102 5.6624 -0.178 0.083 -0.241 0.00
H -0.6444 3.6734 5.3075 0.185 -0.230 -0.239 0.00
H 0.9913 1.3202 4.1543 -0.416 -0.069 0.178 0.00
H -0.3645 1.1744 5.3513 0.436 0.135 -0.186 0.00
H -2.2996 0.6057 5.9323 -0.269 -0.093 0.095 0.00
H -3.7920 -0.3660 5.8071 0.343 0.232 -0.122 0.00
H -0.9980 -1.1426 4.7880 -0.178 0.063 0.003 0.00
H -1.9739 -1.8211 6.1090 0.049 0.152 -0.523 0.00
H -2.4682 -2.0628 4.4100 0.022 0.257 0.227 0.00
H -4.0844 -0.4402 1.2803 0.494 -0.086 -0.039 0.00
H -2.7700 -0.9623 0.1855 -0.055 0.268 0.301 0.00
H -3.7412 -2.6682 2.5732 0.128 0.304 -0.319 0.00
H -4.3446 -2.6607 0.9120 0.254 -0.188 0.237 0.00
H -2.7077 -3.2195 1.2327 -0.048 0.523 0.120 0.00
```
Positions in Å, forces in eV/Å.

Calculated values
spin multiplicity	4
highest occupied orbital energy (alpha / beta)	-14.14 / -14.13	eV
charge	+2
frontier orbital gap (alpha / beta)	4.36 / 4.85	eV
expectation value of S²	4.14



Record 2
Density functional theory data (wB97M-V/def2-TZVPD) for a 2-piece molecular cluster, C20H34ClN2O4 overall.

```
61
Properties=species:S:1:pos:R:3:forces:R:3:lowdin_charge:R:1
C 5.6241 1.6804 -1.8793 0.028 -0.025 -0.067 0.04
C 4.3640 1.4026 -1.5952 0.278 -0.058 -0.381 -0.17
C 3.2604 1.7758 -2.5588 -0.189 0.120 0.656 -0.10
C 2.0203 0.9526 -2.4034 0.118 -0.154 -0.578 -0.13
N 1.4620 0.9226 -1.1845 -0.152 -0.245 -0.361 0.20
C 0.3217 0.2714 -0.8568 -0.423 -0.271 -0.475 -0.11
C -0.0787 0.4241 0.5780 0.117 0.358 0.175 -0.15
N -0.2331 1.8462 0.9085 -0.117 -0.269 0.256 -0.10
C -0.2051 2.0195 2.3700 -0.050 0.063 0.191 -0.10
C -0.3479 -0.4200 -1.8594 0.643 0.046 0.312 -0.17
C -1.6538 -1.1399 -1.6422 -0.412 0.839 -0.038 -0.62
Cl -1.5594 -2.7792 -2.3201 0.071 -0.192 0.012 0.71
C -2.8154 -0.2752 -2.2259 -0.202 -0.273 -0.393 -0.24
C -3.8120 -0.9956 -3.1283 -0.244 0.333 0.164 -0.13
C 0.2289 -0.4316 -3.1368 0.030 0.256 0.450 0.06
C 1.4049 0.2388 -3.4366 -0.235 -0.131 0.249 -0.08
C 1.9288 0.1930 -4.8611 -0.199 0.159 0.118 -0.16
O 3.3067 0.0058 -4.9905 0.039 0.066 0.067 -0.13
C 3.8267 -1.1459 -4.3370 0.221 -0.415 -0.133 -0.24
C 3.2396 -2.4747 -4.7931 0.513 0.081 0.221 -0.05
H 6.4160 1.6132 -1.1526 0.115 -0.358 0.060 0.07
H 5.8944 2.0083 -2.8734 0.057 0.322 -0.004 0.08
H 4.1162 0.9202 -0.6591 -0.142 0.228 0.272 0.10
H 3.6162 1.7910 -3.5791 -0.008 -0.182 -0.168 0.12
H 2.9808 2.8037 -2.3074 -0.134 0.114 -0.067 0.14
H 1.9094 1.4515 -0.4434 -0.108 0.159 0.056 0.17
H -0.9697 -0.1438 0.8286 -0.074 -0.264 -0.084 0.12
H 0.7301 0.0232 1.1908 0.063 -0.061 0.088 0.14
H -1.1665 2.1110 0.6151 0.079 0.196 -0.265 0.11
H -0.7279 2.9246 2.6613 -0.051 0.158 -0.160 0.09
H 0.8142 2.1229 2.7297 0.177 -0.135 -0.032 0.08
H -0.6876 1.1921 2.8951 -0.012 -0.078 0.100 0.07
H -1.8515 -1.2570 -0.5886 0.123 -0.277 0.197 0.08
H -2.4084 0.5718 -2.7739 0.206 0.041 -0.059 0.11
H -3.3828 0.1521 -1.4020 0.110 0.048 0.238 0.11
H -4.3970 -1.7118 -2.5606 0.060 -0.309 -0.063 0.08
H -3.3506 -1.4696 -3.9859 0.105 -0.188 -0.018 0.06
H -4.5213 -0.2665 -3.5138 -0.037 0.125 -0.022 0.08
H -0.2968 -0.9939 -3.8969 0.123 -0.034 -0.191 0.12
H 1.6815 1.1335 -5.3506 0.159 0.163 -0.067 0.15
H 1.3566 -0.5695 -5.3896 -0.002 -0.162 -0.063 0.12
H 3.7823 -1.0502 -3.2487 -0.292 0.171 0.111 0.11
H 4.8844 -1.1514 -4.5803 0.137 0.149 -0.021 0.13
H 2.1575 -2.4866 -4.8603 -0.135 -0.038 -0.025 0.07
H 3.5463 -3.2301 -4.0729 -0.104 -0.118 0.115 0.09
H 3.6937 -2.7683 -5.7331 -0.274 0.027 -0.316 0.08
C -2.3281 -1.3396 8.4314 -0.099 -0.126 -0.214 -0.06
C -1.9752 0.0154 7.8588 0.037 -0.024 0.458 -0.20
O -1.9019 -0.0151 6.4206 0.040 0.051 -0.085 0.03
C -3.0715 0.0018 5.7916 0.112 0.003 0.081 -0.61
O -4.1594 0.0653 6.2946 -0.051 -0.006 -0.019 0.14
O -2.8311 -0.0569 4.4727 0.003 0.017 -0.129 -0.02
C -4.0154 -0.1161 3.6749 -0.061 0.014 -0.150 -0.04
H -1.6335 -2.0989 8.0698 0.070 0.034 0.074 0.08
H -2.2832 -1.3116 9.5194 0.028 0.025 0.007 0.08
H -3.3327 -1.6404 8.1373 -0.030 0.065 0.042 0.08
H -0.9838 0.3188 8.1886 0.054 0.010 -0.172 0.12
H -2.6808 0.7821 8.1760 -0.090 -0.032 -0.119 0.13
H -4.6956 0.6958 3.9212 -0.027 -0.039 0.074 0.10
H -4.5144 -1.0746 3.8074 -0.060 0.038 0.061 0.10
H -3.6953 -0.0172 2.6396 0.097 -0.014 0.037 0.08
```
Positions in Å, forces in eV/Å.

Calculated values
spin multiplicity	1
highest occupied orbital energy	-12.71	eV
charge	+1
frontier orbital gap	8.83	eV



Record 3
Density functional theory data (wB97M-V/def2-TZVPD) for an isolated ion of composition C20H34N3O4 and charge +1.

```
61
Properties=species:S:1:pos:R:3:forces:R:3:lowdin_charge:R:1
C -3.7160 -2.1987 -1.0407 -0.303 -0.129 -0.240 -0.05
O -2.7162 -1.9278 -0.0697 0.448 0.145 0.072 -0.10
C -1.4165 -2.1386 -0.4263 -0.090 0.047 -0.173 -0.21
C -0.5717 -2.6726 0.5433 0.028 -0.066 -0.170 0.05
C 0.7748 -2.8806 0.2933 -0.169 -0.143 0.024 -0.22
C 1.7367 -3.1497 1.4169 -0.048 -0.048 -0.001 -0.15
N 2.5141 -1.9217 1.6293 0.174 -0.210 0.356 -0.08
C 1.7207 -0.7900 2.0847 0.141 0.175 -0.019 -0.18
C 2.4066 0.5482 1.7962 -0.242 -0.369 0.628 -0.09
N 2.4258 0.8799 0.3561 -0.521 -0.023 -0.197 -0.12
C 3.3850 0.0516 -0.3968 0.390 -0.450 -0.685 -0.07
C 3.1768 0.3047 -1.9045 0.162 -0.098 -0.046 -0.14
O 2.3039 1.3918 -2.1056 -0.190 -0.017 -0.179 -0.14
C 2.7438 2.5390 -1.4258 0.110 0.207 -0.005 -0.15
C 2.7085 2.3080 0.1067 -0.005 0.561 -0.250 -0.07
C 1.2619 -2.6775 -0.9929 -0.098 0.048 0.011 -0.03
C 0.4499 -2.1044 -1.9502 -0.104 0.009 -0.015 0.01
C -0.8571 -1.7486 -1.6486 -0.170 0.061 0.146 -0.20
O -1.5499 -0.8975 -2.5069 0.038 -0.501 0.082 -0.05
C -1.0371 0.4209 -2.3895 0.208 0.220 -0.067 -0.06
C -1.1504 0.9063 -0.9376 -0.074 -0.149 -0.532 -0.40
O -0.1561 1.0387 -0.2181 0.124 0.228 0.254 0.03
N -2.3933 1.1318 -0.5411 -0.346 0.088 -0.080 0.16
C -2.8371 1.6123 0.7759 0.142 0.152 0.385 -0.57
C -4.3626 1.5922 0.7597 0.230 -0.017 -0.028 -0.02
C -2.3199 3.0395 0.9713 -0.063 -0.172 -0.045 -0.02
C -2.3117 0.6905 1.8768 -0.029 0.027 -0.107 -0.02
H -3.6779 -3.2482 -1.3438 -0.003 0.028 0.023 0.11
H -4.6650 -2.0020 -0.5451 0.017 -0.046 -0.054 0.10
H -3.6163 -1.5707 -1.9270 -0.025 -0.034 0.105 0.08
H -0.9930 -2.8845 1.5144 -0.062 -0.009 0.151 0.14
H 1.1951 -3.4635 2.3194 0.018 -0.049 -0.070 0.12
H 2.4453 -3.9331 1.1421 -0.066 -0.033 0.069 0.13
H 3.2659 -2.1091 2.2854 -0.051 0.022 -0.039 0.13
H 1.5035 -0.8296 3.1626 -0.055 0.049 -0.112 0.14
H 0.7661 -0.8096 1.5527 0.012 0.092 0.119 0.10
H 3.4359 0.5387 2.1640 -0.020 0.121 -0.073 0.14
H 1.8542 1.3345 2.3133 0.071 0.050 -0.091 0.14
H 1.4462 0.7352 -0.0373 0.377 -0.005 0.187 0.13
H 3.2093 -0.9924 -0.1245 0.121 0.333 -0.073 0.10
H 4.3937 0.3352 -0.0853 -0.101 0.031 0.118 0.14
H 4.1405 0.4940 -2.3964 -0.085 -0.050 0.055 0.14
H 2.6985 -0.5486 -2.3849 0.102 0.040 0.087 0.11
H 3.7577 2.8067 -1.7517 -0.089 -0.001 0.036 0.13
H 2.0616 3.3387 -1.7143 0.119 -0.005 0.112 0.14
H 1.9146 2.8992 0.5634 0.027 -0.133 0.064 0.13
H 3.6625 2.5731 0.5676 -0.082 -0.123 0.064 0.14
H 2.2846 -2.9304 -1.2269 0.168 -0.002 -0.034 0.12
H 0.8244 -1.8771 -2.9372 0.031 0.032 -0.131 0.13
H -1.6417 1.0419 -3.0542 0.067 -0.018 0.049 0.14
H 0.0146 0.4736 -2.6974 -0.187 0.030 0.123 0.12
H -3.1311 0.9447 -1.2050 0.147 -0.020 -0.066 0.15
H -4.7268 0.5770 0.6204 -0.076 -0.137 -0.015 0.08
H -4.7486 1.9650 1.7038 -0.026 0.034 0.080 0.10
H -4.7508 2.2233 -0.0371 -0.070 0.082 -0.095 0.09
H -1.2343 3.0555 0.9221 0.096 0.024 0.027 0.07
H -2.7134 3.6977 0.2003 -0.054 0.086 -0.068 0.09
H -2.6306 3.4169 1.9408 -0.039 0.061 0.130 0.09
H -2.7131 1.0021 2.8365 -0.061 0.065 0.127 0.09
H -1.2273 0.7321 1.9213 0.074 -0.003 0.049 0.07
H -2.6169 -0.3340 1.6824 -0.037 -0.086 0.026 0.08
```
Positions in Å, forces in eV/Å.

Calculated values
spin multiplicity	1
highest occupied orbital energy	-11.36	eV
structure (SMILES)	COc1cc(CNCC[NH+]2CCOCC2)ccc1OCC(=O)NC(C)(C)C
charge	+1
frontier orbital gap	9.45	eV



Record 4
Density functional theory data (wB97M-V/def2-TZVPD) for C20H34N4O2PdTe as an isolated structure.

```
62
Properties=species:S:1:pos:R:3:forces:R:3:lowdin_charge:R:1
Pd 1.6528 0.3913 -2.0766 0.018 -0.026 -0.109 -0.10
N 3.5011 4.0276 -2.5396 0.107 -0.117 -0.025 0.12
C 3.9406 3.3977 -1.3902 0.016 0.180 -0.173 -0.58
O 5.1335 3.3679 -1.1248 0.093 0.023 0.070 -0.01
C 2.8549 2.8784 -0.4916 -0.186 0.022 -0.009 -0.26
C 1.5993 2.3284 -1.2006 -0.016 -0.101 -0.040 -0.35
H 4.2231 4.1054 -3.2377 0.036 0.020 -0.017 0.08
H 2.6189 3.6723 -2.8783 0.035 -0.027 -0.065 0.05
H 2.6123 3.7367 0.1633 0.093 0.032 -0.004 0.10
H 3.3362 2.1376 0.1448 -0.078 -0.042 0.057 0.09
H 1.2960 3.0106 -2.0180 -0.139 0.071 0.288 -0.03
H 0.7667 2.4001 -0.4803 0.037 -0.045 0.001 -0.02
C -1.6617 -0.6511 1.2228 -0.011 -0.020 -0.016 -0.16
C -0.5516 -0.1403 0.3341 -0.044 0.027 -0.028 -0.22
N 0.7153 -0.2425 1.0282 -0.161 -0.174 0.083 0.07
C 0.8814 0.0558 2.3427 0.023 0.074 0.031 -0.38
N 2.0588 0.3110 2.7967 -0.009 -0.015 -0.032 0.07
C 2.2620 0.5717 4.1995 0.009 -0.006 0.020 -0.28
C 1.1178 0.1219 5.1002 -0.003 0.007 -0.005 -0.19
C -0.1804 0.5647 4.4566 0.002 -0.003 0.014 -0.21
N -0.2804 -0.0170 3.1384 -0.003 -0.011 -0.004 -0.06
C -1.5940 0.1106 2.5300 0.003 0.000 -0.009 -0.19
H -1.5361 -1.7220 1.4068 0.005 0.002 -0.007 0.11
H -2.6262 -0.4878 0.7382 -0.007 -0.005 -0.003 0.11
H -0.7561 0.8978 0.0446 0.004 -0.053 0.039 0.08
H -0.4519 -0.7006 -0.5976 -0.027 0.005 0.038 0.07
H 1.5122 -0.0953 0.4118 0.203 0.167 -0.008 0.08
H 2.4288 1.6488 4.3503 -0.003 -0.001 -0.005 0.10
H 3.1913 0.0836 4.5146 0.003 0.002 0.001 0.09
H 1.2177 0.5432 6.1054 -0.001 -0.002 0.000 0.10
H 1.1099 -0.9683 5.1852 0.002 -0.001 -0.002 0.11
H -0.2202 1.6672 4.4158 -0.003 0.002 -0.001 0.12
H -1.0476 0.2328 5.0359 -0.002 -0.004 0.002 0.11
H -1.8403 1.1706 2.3461 0.004 0.009 0.006 0.12
H -2.3256 -0.2671 3.2526 -0.003 -0.005 -0.001 0.11
C -2.4788 -1.5149 -2.6247 -0.009 -0.007 -0.010 -0.08
C -2.0437 -0.0951 -2.8865 -0.059 0.173 -0.020 -0.30
O -2.7335 0.7872 -1.9965 -0.027 -0.067 0.019 -0.18
C -2.1159 2.0582 -1.9764 0.065 0.040 -0.020 -0.31
C -2.7649 2.8950 -0.8960 -0.008 0.016 -0.030 -0.08
H -1.9664 -2.1845 -3.3163 0.011 0.004 0.001 0.06
H -3.5606 -1.6222 -2.7497 0.003 0.000 -0.004 0.07
H -2.2128 -1.8275 -1.6142 0.016 -0.003 0.032 0.06
H -2.2715 0.1901 -3.9259 -0.017 0.017 0.013 0.11
H -0.9628 0.0355 -2.7514 0.053 -0.187 -0.002 0.03
H -2.2326 2.5440 -2.9594 0.022 -0.003 0.027 0.12
H -1.0375 1.9455 -1.7945 -0.059 0.042 -0.080 0.07
H -3.8361 3.0081 -1.0809 -0.004 0.001 0.006 0.06
H -2.3052 3.8844 -0.8561 0.001 -0.006 -0.006 0.07
H -2.6330 2.4191 0.0766 0.001 -0.020 0.037 0.05
Te 1.5718 -1.8887 -3.3502 0.036 -0.028 -0.061 0.50
C 0.6312 -3.3283 -2.1054 -0.018 0.005 0.030 -0.70
C 0.7010 -3.2506 -0.7079 0.000 0.031 -0.009 -0.18
C 0.0626 -4.1768 0.1050 -0.026 -0.007 0.023 -0.13
C -0.6681 -5.2238 -0.4479 0.009 0.007 -0.020 -0.15
C -0.7397 -5.3261 -1.8330 0.009 0.010 0.006 -0.14
C -0.1013 -4.3951 -2.6425 0.006 -0.004 0.014 -0.21
H 1.2603 -2.4393 -0.2575 -0.002 -0.002 -0.006 0.07
H 0.1351 -4.0751 1.1841 0.003 0.008 -0.019 0.09
H -1.1731 -5.9434 0.1873 0.002 -0.002 -0.001 0.07
H -1.3049 -6.1344 -2.2878 -0.002 0.002 -0.002 0.08
H -0.1778 -4.4828 -3.7212 0.000 -0.002 -0.002 0.07
```
Positions in Å, forces in eV/Å.

Calculated values
spin multiplicity	1
highest occupied orbital energy	0.43	eV
charge	-2
frontier orbital gap	4.19	eV



Calculated molar mass (u), listed in the same order as above: 443.9 402.0 380.5 596.5
Calculated energy (eV), listed in the same order as above: -80547.8898 -44977.5496 -33946.0413 -42119.9788
Calculated energy above the lowest of the compared OMol25 structures with the same formula, charge and spin (kJ/mol), listed in the same order as above: 61.9 63.1 0.0 44.8